C15H22N2O5 | ωB97M-V/def2-TZVPD

```
! RIJCOSX wB97M-V def2-TZVPD def2/J DEFGRID3
* xyz 0 1
O 4.44 -1.70 -3.19
N 4.75 -1.36 -2.06
O 5.88 -1.10 -1.70
C 3.70 -1.27 -1.08
C 4.00 -0.89 0.22
C 2.99 -0.80 1.15
C 1.67 -1.10 0.80
C 0.57 -1.02 1.82
N -0.57 -0.24 1.35
C -1.80 -0.65 2.00
C -2.46 -1.86 1.31
O -3.40 -1.53 0.31
C -2.89 -0.98 -0.89
C -3.11 0.53 -1.01
O -1.87 1.15 -1.25
C -1.91 2.55 -1.24
C -0.48 3.09 -1.32
O 0.26 2.99 -0.13
C 0.59 1.68 0.28
C -0.32 1.18 1.42
C 1.39 -1.49 -0.50
C 2.39 -1.58 -1.45
H 5.03 -0.66 0.47
H 3.22 -0.50 2.16
H 0.23 -2.04 2.01
H 0.96 -0.62 2.77
H -1.63 -0.90 3.06
H -2.52 0.17 1.98
H -1.68 -2.51 0.89
H -3.04 -2.43 2.04
H -3.40 -1.50 -1.70
H -1.81 -1.16 -0.97
H -3.56 0.91 -0.08
H -3.81 0.77 -1.83
H -2.48 2.92 -2.11
H -2.40 2.93 -0.33
H 0.04 2.56 -2.13
H -0.51 4.16 -1.55
H 0.51 0.99 -0.57
H 1.64 1.71 0.61
H 0.11 1.48 2.39
H -1.27 1.70 1.31
H 0.37 -1.72 -0.77
H 2.18 -1.88 -2.46
*
```

molecular weight: 310.350 u
max |F|: 0.02663 Eh/bohr
frontier orbital gap: 8.4 eV
HOMO energy: -8.91 eV